DFT (ωB97M-V/def2-TZVPD) results for the ion C5H8N with charge +1.

CARTESIAN COORDINATES (ANGSTROEM)
1 C 2.712 0.351 -0.124
2 C 1.710 -0.715 0.098
3 C 0.330 -0.457 0.037
4 C -1.008 -0.055 -0.071
5 C -2.278 0.017 -0.707
6 N -2.217 0.172 0.739
7 H 2.429 1.096 -0.709
8 H 3.775 0.046 -0.457
9 H 2.953 0.789 0.971
10 H 1.901 -1.686 0.314
11 H -2.678 0.917 -1.353
12 H -2.855 -0.930 -1.168
13 H -2.323 1.057 1.140
14 H -2.450 -0.602 1.290

Its net charge is +1. The calculation puts the HOMO-LUMO gap at 10.13 eV. As for the SMILES: CC=C=C1C[NH2+]1. As for the spin multiplicity: 1. The calculation puts the HOMO energy at -13.91 eV.

---

DFT (ωB97M-V/def2-TZVPD) results for a cluster of 4 separate species, C16H19F2N8O2 in total.

CARTESIAN COORDINATES (ANGSTROEM)
1 O -0.190 0.011 -1.781
2 C -0.883 1.184 -1.774
3 F -1.234 1.765 -0.457
4 N -1.188 1.778 -3.131
5 N -2.299 1.213 -3.735
6 C -3.608 1.345 -3.341
7 N -4.768 0.655 -4.036
8 C -6.044 1.105 -3.308
9 N -5.525 2.032 -2.206
10 N -4.119 2.174 -2.185
11 C -1.218 3.289 -3.125
12 O -0.364 3.960 -2.309
13 F -2.155 4.133 -3.951
14 H -2.111 0.565 -4.555
15 H -7.145 0.792 -3.579
16 H -6.237 2.487 -1.569
17 H -3.562 2.782 -1.530
18 N 2.276 -0.793 2.580
19 C 2.043 -2.121 2.337
20 C 1.255 -2.217 1.212
21 C 1.007 -0.899 0.757
22 C 1.652 -0.040 1.619
23 H 2.822 -0.425 3.348
24 H 2.457 -2.883 2.984
25 H 0.897 -3.136 0.767
26 H 0.423 -0.609 -0.106
27 H 1.719 1.040 1.631
28 N -1.189 -1.523 5.060
29 C -0.577 -1.085 3.914
30 C -1.443 -0.231 3.269
31 C -2.616 -0.146 4.056
32 C -2.431 -0.952 5.157
33 H -0.787 -2.167 5.729
34 H 0.419 -1.420 3.656
35 H -1.250 0.278 2.333
36 H -3.500 0.441 3.844
37 H -3.075 -1.167 5.999
38 N 4.393 -0.874 -0.647
39 C 5.060 0.032 -1.430
40 C 6.028 -0.647 -2.136
41 C 5.937 -2.012 -1.771
42 C 4.917 -2.124 -0.852
43 H 3.632 -0.654 -0.017
44 H 4.791 1.080 -1.416
45 H 6.723 -0.208 -2.840
46 H 6.548 -2.825 -2.139
47 H 4.521 -2.983 -0.328

Its net charge is +1. The calculation puts the HOMO-LUMO gap at 4.18 eV. As for the spin multiplicity: 1. The calculation puts the HOMO energy at -9.40 eV.

---

DFT (ωB97M-V/def2-TZVPD) results for a structure of composition C22H16IrN3S4Sb.

CARTESIAN COORDINATES (ANGSTROEM)
1 Ir -0.552 -1.157 0.994
2 N -0.247 0.513 2.343
3 C -0.741 1.725 1.761
4 C -0.655 2.936 2.390
5 C -1.148 4.106 1.775
6 C -1.719 4.052 0.539
7 C -1.832 2.814 -0.137
8 C -2.410 2.689 -1.421
9 C -2.489 1.463 -2.009
10 C -2.000 0.340 -1.317
11 N -1.452 0.421 -0.128
12 C -1.348 1.646 0.482
13 H -0.703 0.295 3.265
14 H 0.737 0.574 2.610
15 H -0.205 2.987 3.373
16 H -1.068 5.050 2.297
17 H -2.095 4.947 0.060
18 H -2.787 3.573 -1.920
19 H -2.927 1.330 -2.988
20 H -2.067 -0.652 -1.746
21 S -1.063 -0.501 5.170
22 Sb -0.959 -2.567 4.161
23 S 0.780 -2.462 2.424
24 S -2.331 -1.847 2.156
25 S 2.762 -1.807 -2.066
26 C 3.259 -0.375 -1.225
27 C 4.430 0.353 -1.398
28 C 4.599 1.501 -0.648
29 C 3.601 1.920 0.238
30 C 2.441 1.192 0.408
31 C 2.274 0.011 -0.313
32 N 1.183 -0.844 -0.281
33 C 1.298 -1.807 -1.158
34 C 0.222 -2.761 -1.322
35 C 0.204 -3.702 -2.353
36 C -0.891 -4.527 -2.494
37 C -1.954 -4.393 -1.606
38 C -1.927 -3.459 -0.582
39 C -0.831 -2.607 -0.398
40 H 5.183 0.029 -2.105
41 H 5.501 2.087 -0.759
42 H 3.735 2.835 0.799
43 H 1.664 1.568 1.067
44 H 1.040 -3.782 -3.040
45 H -0.923 -5.266 -3.284
46 H -2.818 -5.038 -1.710
47 H -2.771 -3.402 0.095

Its expectation value of S² is 0.76. Its net charge is 0. The calculation puts the HOMO-LUMO gap (spin up / spin down) at 6.31 / 5.35 eV. As for the spin multiplicity: 2. The calculation puts the HOMO energy (spin up / spin down) at -7.11 / -7.04 eV.

---

DFT (ωB97M-V/def2-TZVPD) results for the molecule C11H16N2O.

CARTESIAN COORDINATES (ANGSTROEM)
1 C -2.843 1.378 -1.863
2 C -1.350 1.315 -1.733
3 C -0.552 2.069 -2.597
4 N 0.802 1.984 -2.530
5 C 1.344 1.185 -1.580
6 C 0.618 0.400 -0.697
7 C 1.367 -0.535 0.256
8 C 1.054 -1.999 -0.114
9 C -0.023 -2.412 0.927
10 C 0.242 -1.521 2.138
11 N 1.156 -0.397 1.744
12 C 0.663 0.936 2.176
13 O 2.171 -0.590 2.407
14 C -0.789 0.445 -0.822
15 H -3.263 1.515 -0.854
16 H -3.189 2.186 -2.501
17 H -3.153 0.445 -2.341
18 H -1.028 2.752 -3.316
19 H 2.447 1.162 -1.517
20 H 2.457 -0.406 0.085
21 H 0.655 -2.153 -1.106
22 H 1.963 -2.582 0.013
23 H -1.009 -2.203 0.517
24 H 0.036 -3.433 1.225
25 H -0.700 -1.086 2.466
26 H 0.689 -2.100 2.962
27 H -0.207 1.250 1.531
28 H 0.368 0.887 3.230
29 H 1.480 1.695 2.090
30 H -1.405 -0.188 -0.197

Its net charge is 0. The calculation puts the HOMO-LUMO gap at 8.62 eV. As for the SMILES: Cc1cncc([C@@H]2CCC[N@@+]2(C)[O-])c1. As for the spin multiplicity: 1. The calculation puts the HOMO energy at -8.09 eV.

---

DFT (ωB97M-V/def2-TZVPD) results for a structure of composition C5H11NO2.

CARTESIAN COORDINATES (ANGSTROEM)
1 C 0.065 0.189 -0.947
2 C 0.125 1.617 -1.024
3 C 0.251 -0.307 0.485
4 C -0.553 0.388 1.477
5 C 0.156 -1.712 0.723
6 H 1.991 -0.573 -1.338
7 H 0.738 -0.382 -2.738
8 H -1.099 0.185 -1.209
9 H 1.363 -0.214 0.606
10 H -1.645 0.673 0.880
11 H -0.031 1.402 1.652
12 H -0.569 -0.556 2.437
13 H 0.262 -2.590 -0.104
14 H -1.086 -1.777 1.236
15 H 0.655 -2.076 1.725
16 H -1.620 1.833 -0.119
17 N 0.916 -0.715 -1.670
18 O 0.994 2.378 -1.517
19 O -0.915 2.238 -0.558

Its net charge is 0. The calculation puts the HOMO-LUMO gap at 10.52 eV. As for the spin multiplicity: 1. The calculation puts the HOMO energy at -9.96 eV.

---

DFT (ωB97M-V/def2-TZVPD) results for a structure of composition C28H43BrN2P2Zr.

CARTESIAN COORDINATES (ANGSTROEM)
1 C -0.191 6.751 -2.746
2 C -0.450 5.393 -2.997
3 C -0.715 5.048 -4.334
4 C -0.813 6.042 -5.322
5 N -0.637 7.325 -5.044
6 C -0.311 7.681 -3.793
7 C -0.498 4.334 -1.971
8 C -1.132 3.263 -1.854
9 C -2.024 2.212 -1.869
10 C -1.032 1.294 -1.512
11 C -0.960 1.338 -0.106
12 C -2.261 1.202 0.542
13 C -3.417 1.609 -0.057
14 C -3.310 2.202 -1.329
15 Zr -0.233 -0.228 1.149
16 P 2.176 -1.071 1.157
17 H -0.938 4.021 -4.591
18 H 0.030 7.104 -1.744
19 H -1.077 5.765 -6.345
20 H -0.164 8.738 -3.615
21 H -4.130 2.696 -1.815
22 H -0.252 0.925 -2.176
23 H -4.377 1.547 0.437
24 H 0.006 1.743 0.375
25 C 2.250 -2.677 2.049
26 C 3.103 -3.786 1.459
27 H 1.221 -3.036 2.189
28 H 2.625 -2.416 3.046
29 H 3.157 -4.608 2.182
30 H 2.700 -4.202 0.536
31 H 4.128 -3.475 1.257
32 C 2.730 -1.348 -0.557
33 C 3.209 -0.080 -1.259
34 H 1.911 -1.806 -1.121
35 H 3.510 -2.107 -0.462
36 H 3.234 -0.243 -2.345
37 H 2.574 0.796 -1.073
38 H 4.221 0.185 -0.936
39 C 3.563 -0.159 1.920
40 C 4.941 -0.797 1.769
41 H 3.316 -0.055 2.985
42 H 3.551 0.854 1.498
43 H 5.705 -0.053 2.021
44 H 5.077 -1.654 2.440
45 H 5.159 -1.145 0.756
46 Br -2.891 -0.119 2.324
47 P -1.404 -2.109 -0.067
48 C -0.229 -3.356 -0.734
49 C -0.834 -4.717 -1.089
50 H 0.574 -3.476 0.013
51 H 0.249 -2.890 -1.612
52 H -0.051 -5.384 -1.464
53 H -1.283 -5.208 -0.235
54 H -1.556 -4.629 -1.898
55 C -2.728 -3.170 0.755
56 C -3.911 -3.733 -0.048
57 H -3.129 -2.509 1.539
58 H -2.226 -3.986 1.293
59 H -4.691 -4.147 0.619
60 H -4.400 -2.958 -0.657
61 H -3.618 -4.549 -0.738
62 C -2.319 -1.462 -1.528
63 C -2.489 -2.361 -2.753
64 H -1.819 -0.522 -1.812
65 H -3.293 -1.118 -1.157
66 H -2.937 -1.764 -3.568
67 H -1.539 -2.762 -3.125
68 H -3.200 -3.167 -2.557
69 C 0.926 1.467 6.478
70 C 0.153 2.073 5.263
71 C 0.277 1.352 4.037
72 N 0.276 0.866 2.977
73 H 0.558 0.460 6.715
74 H 0.783 2.093 7.366
75 H 2.001 1.422 6.258
76 H -0.929 2.134 5.517
77 H 0.506 3.109 5.088

Its net charge is +4. The calculation puts the HOMO-LUMO gap (spin up / spin down) at 4.30 / 4.27 eV. As for the spin multiplicity: 1. The calculation puts the HOMO energy (spin up / spin down) at -18.69 / -18.68 eV.

---

DFT (ωB97M-V/def2-TZVPD) results for the molecule C4H10NO3P.

CARTESIAN COORDINATES (ANGSTROEM)
1 C -1.502 -2.285 -0.607
2 C -0.424 -1.499 0.291
3 P 1.005 -0.748 -0.687
4 C 0.437 0.721 -1.743
5 O 2.124 -0.109 0.495
6 C 1.683 1.137 1.012
7 O 2.494 2.086 0.979
8 N 0.352 1.355 1.575
9 O 0.219 2.618 2.117
10 H -1.356 -3.399 -0.424
11 H -2.545 -2.020 -0.198
12 H -1.515 -1.993 -1.704
13 H 0.037 -2.271 1.010
14 H -0.996 -0.771 0.956
15 H 0.286 0.308 -2.801
16 H -0.466 1.284 -1.341
17 H 1.276 1.503 -1.847
18 H -0.358 1.287 0.818
19 H -0.750 2.794 2.098

Its net charge is 0. The calculation puts the HOMO-LUMO gap at 9.18 eV. As for the SMILES: CCP(C)OC(=O)NO. As for the spin multiplicity: 1. The calculation puts the HOMO energy at -8.92 eV.

---

DFT (ωB97M-V/def2-TZVPD) results for a structure of composition C5H4N2O2.

CARTESIAN COORDINATES (ANGSTROEM)
1 C -0.978 -0.279 -2.153
2 C 0.424 0.196 -0.501
3 C 1.238 0.526 0.661
4 C 0.151 0.030 1.658
5 C -0.457 -0.451 0.431
6 H 2.218 -0.015 0.776
7 H 1.642 1.623 0.695
8 H -0.447 0.617 2.264
9 H 0.659 -0.692 2.336
10 N 0.250 0.424 -1.762
11 N -1.526 -0.999 0.128
12 O -1.399 -0.026 -3.296
13 O -1.776 -0.954 -1.238

Its net charge is 0. The calculation puts the HOMO-LUMO gap at 9.39 eV. As for the spin multiplicity: 1. The calculation puts the HOMO energy at -10.30 eV.

---

| no. | energy (eV) |
| --- | --- |
| 1 | -6793.076 |
| 2 | -38333.899 |
| 3 | -80265.466 |
| 4 | -16690.869 |
| 5 | -10943.634 |
| 6 | -122564.235 |
| 7 | -21228.557 |
| 8 | -12320.873 |